# 1
A molecular structure, C41H53ClN9O4PS, computed with ωB97M-V with the def2-TZVPD basis set.

Atoms and positions in Å:
C1 3.41878 -3.74819 4.09936
C2 2.05710 -3.01398 3.96096
C3 2.01900 -1.86429 2.87672
C4 3.31123 -1.80192 1.96974
C5 0.73728 -1.89458 2.00245
C6 -0.15282 -0.77614 2.08120
C7 0.09719 0.45280 2.96164
C8 0.65032 1.61057 2.06513
O1 0.16768 1.82525 0.98413
C9 1.77903 2.54057 2.50603
C10 2.98957 2.00103 2.97780
C11 4.03039 2.88384 3.33802
C12 3.80861 4.27560 3.21294
C13 2.58513 4.79865 2.75856
C14 1.53068 3.92960 2.39017
C15 -1.33002 -0.81271 1.29461
C16 -1.59992 -1.91610 0.39318
C17 -0.72440 -3.00469 0.27538
C18 -1.09180 -4.10136 -0.73065
C19 -0.89440 -3.66138 -2.22448
C20 0.23806 -2.62059 -2.43526
Cl1 1.05011 -3.01399 -4.03034
C21 0.43931 -2.99567 1.11175
P1 1.53068 -4.48345 0.95625
S1 2.87023 -4.30316 -0.46930
C22 -2.94277 -1.59787 -0.29717
O2 -3.36881 -1.91808 -1.35662
N1 -3.55381 -0.74377 0.68531
C23 -4.03654 -1.53923 1.83641
C24 -5.55728 -1.37094 2.09460
O3 -6.01195 -1.97396 3.03232
N2 -6.39510 -0.55595 1.27389
C25 -7.74061 -1.15740 1.15149
C26 -6.56585 0.76010 1.92475
C27 -2.51373 0.13500 1.16019
O4 -2.66819 1.35473 1.39454
H1 3.76875 -4.22020 3.16367
H2 4.22587 -3.13941 4.53568
H3 3.25608 -4.59259 4.80371
H4 1.84384 -2.56545 4.95075
H5 1.26402 -3.74237 3.72033
H6 2.04152 -0.91736 3.44297
H7 4.10973 -1.24819 2.49184
H8 3.62172 -2.78305 1.59358
H9 3.01730 -1.18788 1.09221
H10 0.69961 0.27161 3.86136
H11 -0.89854 0.79215 3.32455
H12 3.12524 0.91622 3.02861
H13 4.99702 2.50340 3.68441
H14 4.66075 4.91614 3.48075
H15 2.41937 5.87855 2.64336
H16 0.58501 4.33352 2.02006
H17 -2.18032 -4.28009 -0.60510
H18 -0.60762 -5.07061 -0.55528
H19 -0.73381 -4.56550 -2.83921
H20 -1.83111 -3.21377 -2.60415
H21 1.03877 -2.69970 -1.67999
H22 -0.13245 -1.58970 -2.54553
H23 2.13764 -4.79952 2.19580
H24 0.76541 -5.62921 0.62079
H25 -3.53924 -1.24034 2.77860
H26 -3.86370 -2.62427 1.69228
H27 -7.68920 -2.21143 0.82767
H28 -8.32802 -1.07611 2.08452
H29 -8.26806 -0.60612 0.35230
H30 -7.23379 0.70912 2.81272
H31 -5.57279 1.11967 2.26790
H32 -6.97825 1.48773 1.20244
C28 -0.52410 2.28933 -2.39172
C29 -0.03101 1.87560 -3.69874
N3 0.35695 1.55000 -4.72757
H33 0.19546 2.06770 -1.60264
H34 -0.72039 3.36005 -2.36964
H35 -1.45314 1.78367 -2.12723
C30 -2.06029 5.56550 1.23279
C31 -2.06702 4.11747 1.23560
N4 -2.07144 2.96403 1.25665
H36 -1.30576 5.94394 0.54281
H37 -3.02164 5.97617 0.92269
H38 -1.83766 5.97163 2.22040
C32 0.27076 6.34838 -2.73064
C33 -0.85816 7.19210 -2.35793
N5 -1.75447 7.82985 -2.03415
H39 1.07426 6.41379 -1.99687
H40 -0.02248 5.30290 -2.80226
H41 0.68969 6.63635 -3.69431
C34 -5.35352 1.08792 -1.81129
C35 -6.52570 1.89263 -1.49213
N6 -7.44848 2.52143 -1.22876
H42 -4.59904 1.15890 -1.02709
H43 -5.61149 0.03497 -1.91844
H44 -4.89289 1.41157 -2.74541
C36 7.66387 5.19448 1.77877
C37 7.63005 3.97203 2.57022
N7 7.60337 3.00847 3.19108
H45 8.67662 5.58912 1.70239
H46 7.30149 5.02058 0.76594
H47 7.04119 5.97148 2.22173
C38 4.37408 -3.93222 -5.59653
C39 5.60577 -4.70415 -5.49165
N8 6.57490 -5.31264 -5.40914
H48 4.56975 -2.86126 -5.56765
H49 3.85322 -4.13981 -6.52045
H50 3.68954 -4.16072 -4.77823
C40 0.81691 -4.56550 -8.13426
C41 1.93470 -3.63895 -8.02541
N9 2.81466 -2.90825 -7.93968
H51 0.38451 -4.78011 -7.15673
H52 0.02479 -4.15840 -8.76195
H53 1.12898 -5.51359 -8.57180

Force components x, y, z for each atom (eV/Å):
-0.490 -0.779 0.411
0.503 0.360 -0.143
0.557 -0.310 -0.159
-1.192 0.727 -0.117
-0.149 -0.130 -0.068
-0.409 -0.450 -0.453
-0.373 0.191 -0.454
0.530 0.331 0.215
0.087 -0.585 -0.245
-0.847 -0.354 0.386
0.093 1.061 0.102
-0.895 0.212 -0.441
0.301 -0.569 0.095
-0.395 -0.480 -0.267
1.676 -0.260 0.491
0.907 -0.944 -0.883
0.931 1.149 0.564
0.102 0.238 0.178
-0.638 0.371 -0.275
-0.218 0.303 0.029
0.171 -0.778 -0.508
-0.147 0.338 0.422
-0.673 0.207 0.626
0.968 0.175 -1.119
-0.174 -0.045 0.141
1.682 -0.341 1.862
-0.411 -0.123 -0.234
-1.146 0.671 -0.971
-1.243 0.656 -0.233
-0.267 -0.073 0.421
0.156 -0.488 0.091
-0.295 -0.268 0.268
-0.242 -0.021 -0.544
0.750 0.641 -0.045
-0.040 1.665 0.760
-2.930 -12.171 2.031
-0.022 0.433 0.398
-0.358 -0.022 -0.374
0.163 0.456 -0.289
-0.201 -0.308 -0.505
0.277 0.286 0.400
-0.219 -0.551 -0.433
-0.149 -0.579 -0.155
0.145 0.501 0.182
0.430 -0.351 0.302
-0.123 0.064 -0.480
0.568 0.075 -0.272
-0.049 0.424 0.024
-0.398 0.213 -0.173
-0.618 -0.045 -0.135
0.281 -0.488 0.210
0.309 -0.406 0.122
0.566 -0.037 -0.016
-0.019 0.548 -0.007
0.218 0.475 0.377
0.442 -0.246 0.311
-0.417 0.125 -0.410
0.163 -0.473 0.185
-0.648 0.129 -0.245
-0.196 0.483 0.823
-0.069 -0.173 -0.461
-0.037 0.492 0.065
0.117 0.450 0.274
0.263 -0.165 -0.312
0.193 -0.136 0.400
0.320 -0.148 -0.413
-0.524 -0.023 -0.275
0.190 -0.394 0.355
-0.049 0.030 0.418
-0.100 0.007 0.145
0.031 -0.003 -0.085
0.040 -0.020 -0.080
-0.015 -0.042 -0.081
0.022 -0.051 -0.157
-0.107 0.735 -0.005
-0.387 0.170 0.259
3.687 8.825 -1.932
-0.012 -0.063 -0.030
0.000 -0.122 -0.034
0.007 -0.172 0.032
0.374 -0.134 -0.140
0.130 -0.195 0.020
-0.045 0.055 0.038
-0.117 0.103 0.077
-0.140 0.078 0.006
-0.147 0.107 0.002
0.365 -0.182 -0.153
0.181 -0.132 -0.030
-0.067 0.035 0.022
-0.182 0.040 0.137
-0.113 0.048 0.107
-0.165 0.125 -0.011
0.016 0.348 -0.239
0.013 0.132 -0.101
-0.054 -0.051 0.066
0.029 -0.139 0.098
-0.019 -0.164 0.066
-0.021 -0.121 0.112
-0.147 0.038 0.343
-0.135 0.103 0.059
0.060 -0.051 -0.012
0.124 -0.053 -0.048
0.249 -0.120 -0.050
0.174 -0.088 0.093
-0.338 -0.299 0.002
-0.216 0.017 -0.129
-0.166 0.118 -0.243
0.129 0.128 0.055
0.115 0.139 -0.004
0.155 0.086 -0.005

- net charge = 0
- HOMO-LUMO gap (eV) = 7.8
- HOMO (Eh) = -0.3250

# 2
11 unconnected molecules or ions with the total composition C41H53N10O, computed with ωB97M-V with the def2-TZVPD basis set.

Atoms and positions in Å:
C1 0.66365 -0.42050 0.12116
O1 0.58592 0.23549 -1.13466
H1 -0.24116 -0.17115 0.78548
H2 1.62065 -0.41343 0.28696
H3 0.34904 -1.45062 0.11583
N1 1.57161 2.99652 2.51422
C2 1.00535 3.85859 3.45849
C3 1.60439 3.42644 4.66500
C4 2.28205 2.10360 4.29390
C5 2.29231 1.96187 3.00858
H4 1.33392 3.01499 1.65564
H5 0.35017 4.57347 3.13427
H6 1.41842 3.90604 5.55287
H7 2.62838 1.32565 4.83553
H8 2.45388 1.16214 2.40485
N2 -2.18546 0.62164 -1.40391
C6 -2.93386 1.49727 -2.06749
C7 -4.17302 1.05068 -1.82497
C8 -4.16533 -0.30001 -1.25225
C9 -2.86681 -0.46011 -0.92026
H9 -1.07725 0.84201 -1.31119
H10 -2.40108 2.20737 -2.24665
H11 -5.00482 1.74641 -2.18661
H12 -4.96942 -0.85205 -1.07877
H13 -2.25940 -1.04610 -0.27366
N3 1.56246 -2.04548 3.66713
C10 2.40479 -2.27160 2.59858
C11 3.63042 -2.33717 3.15362
C12 3.49638 -2.22555 4.61107
C13 2.18626 -2.00696 4.87098
H14 0.58471 -1.84314 3.65063
H15 2.05342 -2.19763 1.59633
H16 4.55958 -2.48196 2.31413
H17 4.40636 -2.26877 5.39623
H18 1.50858 -1.77422 5.79093
N4 -2.55407 1.07222 1.92552
C14 -3.84289 0.91446 2.32908
C15 -3.90733 1.40601 3.61724
C16 -2.42900 1.73182 4.11817
C17 -1.68329 1.55420 2.94291
H19 -2.31690 0.59322 0.98599
H20 -4.43766 0.44920 1.60861
H21 -4.68701 1.50478 4.22080
H22 -2.13964 2.04290 5.07430
H23 -0.79651 1.81408 2.56478
N5 0.88544 2.86045 -0.60777
C18 2.11525 3.37977 -0.53668
C19 1.84789 4.72024 -0.42393
C20 0.42229 5.01452 -0.29819
C21 -0.15818 3.77600 -0.30416
H24 0.82281 1.85582 -0.86745
H25 2.95483 2.68752 -0.64495
H26 2.72145 5.51759 -0.33397
H27 -0.14669 5.88044 -0.30878
H28 -1.12479 3.39288 -0.11346
N6 -1.84958 -3.53915 -2.04301
C22 -3.07212 -4.12257 -2.38951
C23 -3.24115 -5.26433 -1.57510
C24 -2.02847 -5.40514 -0.70493
C25 -1.21856 -4.33307 -1.14358
H29 -1.34489 -2.85679 -2.55174
H30 -3.70720 -3.55594 -3.09260
H31 -4.12996 -6.06312 -1.54051
H32 -1.69248 -6.09285 -0.11121
H33 -0.24017 -3.92142 -0.91003
N7 -0.15947 -1.39872 -3.01326
C26 0.66889 -2.45897 -3.40312
C27 0.36169 -2.77755 -4.69734
C28 -0.88877 -1.82119 -5.01855
C29 -0.97192 -0.94994 -3.99540
H34 0.09420 -0.91382 -2.03419
H35 1.39889 -2.89397 -2.69667
H36 0.62904 -3.55705 -5.33590
H37 -1.41132 -1.89117 -5.99326
H38 -1.62576 -0.06362 -3.93342
N8 -2.12250 -1.48490 3.32000
C30 -2.40651 -1.94485 4.53168
C31 -2.02831 -3.19590 4.55338
C32 -1.55908 -3.52163 3.23752
C33 -1.66247 -2.38804 2.47284
H39 -2.28869 -0.43915 3.06645
H40 -2.79335 -1.28047 5.15389
H41 -2.06929 -3.82559 5.43925
H42 -1.09461 -4.62392 2.84454
H43 -1.38705 -2.19692 1.43733
N9 0.92753 3.45360 -3.37496
C34 0.52663 4.37488 -4.35106
C35 0.26674 3.84878 -5.51236
C36 0.55484 2.28003 -5.26801
C37 0.92035 2.23903 -3.92386
H44 0.80110 3.49607 -2.23705
H45 0.69032 5.47218 -3.89728
H46 -0.43860 4.32300 -6.33954
H47 0.43807 1.47764 -5.99050
H48 1.27048 1.52142 -3.24322
N10 3.16598 -0.36651 -1.72520
C38 4.08603 -0.62511 -0.73594
C39 5.28664 -0.94463 -1.35773
C40 4.91525 -0.77301 -2.86102
C41 3.69099 -0.33323 -2.96810
H49 2.12864 -0.07401 -1.49064
H50 3.78793 -0.30701 0.16311
H51 6.24207 -1.25899 -0.96017
H52 5.54657 -0.98065 -3.61438
H53 3.21225 -0.17358 -3.91570

Force components x, y, z for each atom (eV/Å):
-6.885 0.277 -1.805
-0.616 -0.095 0.520
2.013 1.062 0.235
5.077 0.328 3.071
0.268 -1.383 -0.980
0.062 1.180 5.347
4.668 -4.084 1.362
-0.604 -2.591 -3.953
-0.923 3.952 3.469
-2.057 2.534 -1.432
-2.046 0.445 -7.471
-1.262 1.911 -0.424
-0.129 0.512 2.194
1.231 -1.771 2.600
0.992 -2.163 -1.522
5.514 -0.630 0.883
-4.408 -8.082 4.093
-4.330 0.975 -2.318
2.132 4.664 -0.928
1.848 0.863 -0.021
-2.619 -1.728 -0.099
4.664 9.157 -3.180
0.565 -1.806 0.602
-3.113 -2.344 0.868
-0.214 -1.349 0.027
-1.522 0.262 -0.208
-1.090 0.918 1.827
3.606 -0.841 -1.958
4.132 -0.131 0.902
-1.617 0.384 1.001
-0.521 -0.185 -0.590
-0.057 -0.265 -0.382
-2.318 0.372 3.251
-2.476 0.128 -2.076
1.839 -0.645 -1.748
1.300 -0.782 -1.605
1.712 1.785 2.173
5.741 -0.491 -0.990
-3.147 -1.218 -5.151
-5.156 -0.984 0.797
0.055 1.589 2.067
-1.525 -0.376 -0.504
-3.303 0.159 2.353
0.374 0.552 0.942
3.751 0.744 -0.431
-2.240 -2.035 1.342
-0.768 1.431 -0.372
3.130 4.001 0.727
2.050 -2.800 -0.044
2.308 -1.223 -1.136
-0.840 -0.299 0.550
-0.054 0.861 -0.069
-2.193 -1.676 -0.299
-0.345 1.755 0.398
-0.911 -0.084 -0.251
-2.036 -2.633 0.235
0.290 -0.108 1.103
-0.204 -1.198 0.677
-1.868 6.162 -6.197
-0.351 0.014 0.752
0.077 0.870 -0.557
0.298 -0.851 0.510
2.066 2.308 -0.284
1.272 -4.013 3.413
0.061 -0.813 0.536
2.539 0.223 3.388
-0.477 0.526 -0.735
-4.179 3.002 0.677
3.222 -2.740 -1.748
-1.074 -0.049 -0.244
-0.682 0.112 -2.471
-0.549 0.493 -0.555
0.682 -1.062 -0.620
0.366 0.449 0.937
0.536 -0.738 0.384
-1.440 6.328 -1.933
0.926 0.462 -1.944
0.965 -4.263 0.543
1.661 -4.396 -0.932
0.922 -1.626 -0.421
0.461 -3.016 0.689
-1.599 2.361 3.089
0.024 -0.112 -0.458
-1.543 3.477 1.281
-0.203 -0.036 0.430
-0.751 1.488 2.139
1.538 4.411 5.726
-2.033 -4.065 -3.319
-0.576 3.076 0.701
-0.372 -0.421 -2.302
0.575 0.491 -4.232
-1.106 -2.319 -1.701
2.317 -1.087 1.624
0.112 0.234 0.315
0.093 -1.713 0.151
-3.560 1.888 1.427
1.640 -0.827 -4.724
-1.954 0.548 -2.769
3.176 -0.800 5.102
-1.428 -0.626 -0.052
1.844 -0.337 -0.826
-0.599 0.355 3.747
-0.211 0.184 0.033
2.170 -0.551 -2.475
-0.786 0.201 0.238

- net charge = -1
- HOMO-LUMO gap (eV) = 8.5
- HOMO (Eh) = -0.2169
- energy above the lowest of the compared OMol25 structures with the same formula, charge and spin (kJ/mol) = 626.8

The highest HOMO-LUMO gap belongs to which entry?
C41H53N10O

Which value of HOMO does entry 1 give?
-0.3250 Eh

Among the records above, which one has the lowest net charge?
C41H53N10O

Among the records above, which one has the lowest net charge?
C41H53N10O